The following is a quantum chemistry calculation of a cluster of 21 separate species, C25H34BCl60NS in total in a non-equilibrium geometry, from the Open Molecules 2025 dataset.

Summary:
E_tot = -29062.08568 hartree
E_HOMO = -8.5 eV
HOMO-LUMO gap = 8.577 eV

Each line ends with the Löwdin charge.
Geometry (Å):
C: 2.4629 -1.7021 -2.4092  -0.1263
C: 3.1191 -0.2196 -2.1687  -0.3028
N: 2.6919 0.8429 -3.1556  -0.0425
B: 1.1862 1.0109 -3.2346  -0.3240
C: 0.2446 1.9087 -2.2290  -0.4386
S: -0.9666 0.9071 -1.2043  0.7365
C: -1.2723 -0.7903 -1.9329  -0.5317
C: -2.0197 -0.7977 -3.3941  -0.1936
H: 1.7332 -1.9648 -1.5146  0.0778
H: 3.3567 -2.4880 -2.3160  0.0104
H: 1.9966 -1.8772 -3.4686  0.0887
H: 4.2969 -0.3512 -2.3112  -0.0109
H: 2.9052 0.1567 -1.0624  0.1364
H: 3.1447 0.7434 -4.0901  0.0981
H: 0.6325 0.4398 -4.1306  0.0535
H: 0.9322 2.5347 -1.4983  0.0841
H: -0.3346 2.6869 -2.9205  0.0503
H: -0.3291 -1.4766 -2.0246  0.0595
H: -2.0128 -1.3498 -1.1824  0.0838
H: -1.2358 -0.7215 -4.2625  0.0684
H: -2.5439 -1.8617 -3.4915  0.0431
H: -2.8599 0.0157 -3.4316  0.0565
C: 5.7479 -3.9649 -3.6974  -1.5334
Cl: 5.8163 -2.6613 -2.4993  0.5274
Cl: 5.1437 -5.4578 -2.9584  0.5284
Cl: 4.7317 -3.4951 -5.0707  0.5306
H: 6.7607 -4.1481 -4.0652  -0.0803
C: 0.4543 1.0045 2.6624  -1.5355
Cl: 0.8998 2.6337 2.1266  0.5051
Cl: 1.8325 -0.0987 2.5109  0.4860
Cl: -0.1348 1.0385 4.3331  0.5122
H: -0.3514 0.6392 2.0205  -0.0050
C: -0.3623 4.8875 -5.3267  -1.5625
Cl: 0.2196 3.3282 -5.9346  0.5424
Cl: -2.0058 4.7302 -4.6832  0.4968
Cl: 0.7336 5.5198 -4.0862  0.5339
H: -0.3848 5.5951 -6.1594  -0.1043
C: 4.8409 1.0376 5.3342  -1.5138
Cl: 4.6524 1.0026 7.0957  0.5371
Cl: 4.8902 -0.6088 4.6810  0.4907
Cl: 3.5289 1.9645 4.5864  0.5153
H: 5.7879 1.5300 5.0989  -0.0061
C: 10.2125 -3.4461 -3.7534  -1.5077
Cl: 8.7877 -3.1648 -4.7686  0.5692
Cl: 9.7487 -3.5546 -2.0467  0.5198
Cl: 11.0587 -4.9171 -4.2629  0.5314
H: 10.8927 -2.5988 -3.8722  0.0208
C: 7.2125 0.9454 -1.6024  -1.5127
Cl: 5.7877 1.2267 -2.6175  0.6046
Cl: 6.7487 0.8369 0.1044  0.5312
Cl: 8.0587 -0.5256 -2.1118  0.4676
H: 7.8927 1.7927 -1.7211  -0.0906
C: 4.0589 -4.6665 5.1423  -1.5029
Cl: 4.8708 -4.0092 3.7111  0.5176
Cl: 5.2146 -5.5292 6.1719  0.5449
Cl: 3.2592 -3.3736 6.0525  0.5335
H: 3.2968 -5.3762 4.8104  0.0235
C: -5.8711 -1.5245 -3.6144  -1.5335
Cl: -4.9877 -2.1870 -2.2287  0.5330
Cl: -5.8193 0.2466 -3.5961  0.5013
Cl: -5.2064 -2.1506 -5.1329  0.5297
H: -6.9151 -1.8393 -3.5397  -0.1084
C: 6.9037 2.8074 9.5952  -1.5332
Cl: 7.7157 3.4647 8.1640  0.4713
Cl: 8.0594 1.9447 10.6247  0.5206
Cl: 6.1040 4.1002 10.5054  0.5211
H: 6.1416 2.0977 9.2632  -0.0291
C: -4.6052 3.3578 -1.2852  -1.5007
Cl: -5.6835 2.0032 -0.9085  0.4981
Cl: -4.8142 3.8697 -2.9687  0.4867
Cl: -4.8996 4.7126 -0.1819  0.5115
H: -3.5731 3.0235 -1.1525  0.0009
C: -6.7831 1.7837 2.9488  -1.5327
Cl: -5.3652 2.0011 3.9889  0.5202
Cl: -7.3933 0.1244 3.0678  0.5271
Cl: -8.0515 2.9450 3.3755  0.5201
H: -6.4825 1.9667 1.9140  -0.0287
C: -10.1327 -1.7465 -3.8946  -1.5090
Cl: -9.3207 -1.0892 -5.3258  0.5463
Cl: -8.9770 -2.6091 -2.8650  0.5462
Cl: -10.9324 -0.4536 -2.9843  0.5175
H: -10.8948 -2.4562 -4.2265  -0.0270
C: 10.2338 1.6595 5.7788  -1.5120
Cl: 10.8874 3.0631 6.6403  0.5186
Cl: 8.5774 1.3202 6.3088  0.4872
Cl: 10.2845 1.9254 4.0277  0.5121
H: 10.8551 0.7914 6.0134  0.0221
C: -2.4347 6.7962 -8.3073  -1.4985
Cl: -1.8529 5.2369 -8.9152  0.5357
Cl: -4.0782 6.6389 -7.6638  0.5275
Cl: -1.3388 7.4285 -7.0668  0.5753
H: -2.4572 7.5038 -9.1400  0.0196
C: -8.6599 6.1817 -1.2595  -1.5258
Cl: -10.0847 6.4630 -2.2747  0.5181
Cl: -9.1238 6.0732 0.4472  0.5128
Cl: -7.8137 4.7107 -1.7690  0.4946
H: -7.9797 7.0290 -1.3783  0.0213
C: -6.6347 -2.3290 6.0439  -1.5470
Cl: -6.0529 -3.8883 5.4360  0.5082
Cl: -8.2782 -2.4863 6.6873  0.5116
Cl: -5.5388 -1.6968 7.2843  0.5147
H: -6.6572 -1.6214 5.2111  -0.0374
C: 11.1401 2.6917 -1.5890  -1.5055
Cl: 9.7153 2.9730 -2.6041  0.5732
Cl: 10.6762 2.5832 0.1177  0.5223
Cl: 11.9863 1.2207 -2.0984  0.5210
H: 11.8203 3.5390 -1.7078  0.0204
C: 3.5996 -4.6855 9.4528  -1.5664
Cl: 5.0176 -4.4681 10.4929  0.5153
Cl: 2.9895 -6.3448 9.5717  0.5113
Cl: 2.3312 -3.5242 9.8794  0.5110
H: 3.9002 -4.5025 8.4180  -0.0827
C: -13.1662 -3.6591 -1.1906  -1.5334
Cl: -12.5126 -2.2554 -0.3291  0.5137
Cl: -14.8226 -3.9983 -0.6606  0.5313
Cl: -13.1155 -3.3932 -2.9417  0.5408
H: -12.5449 -4.5271 -0.9560  -0.0256
C: -8.4082 -6.0793 -0.5469  -1.5207
Cl: -9.8340 -5.3045 -1.2585  0.5074
Cl: -8.6410 -7.8327 -0.4405  0.5256
Cl: -6.9578 -5.7005 -1.4916  0.5189
H: -8.2723 -5.6880 0.4646  0.0222